# C8H9Cl3Si

A cluster of 2 separate species, C8H9Cl3Si in total at a distorted geometry (wB97M-V/def2-TZVPD, OMol25).

Output
Lowest unoccupied orbital energy = -0.25 eV
Relative energy (zero: lowest compared OMol25 entry of this formula, charge and spin) = 4.300 eV
Gap between HOMO and LUMO = 0.3291 Eh
Structure (SMILES) = CC1=C=C=C(Cl)C=C1.C[SiH](Cl)Cl

Bonds (Å) are listed after each position.
CARTESIAN COORDINATES (ANGSTROEM)
1 C 0.6471 2.7296 -1.0131  C2 1.489, H9 1.091, H10 1.089, H11 1.089
2 C -0.7666 2.2856 -0.8703  C1 1.489, C3 1.367, C8 1.409
3 C -1.3764 1.2285 -1.4853  C2 1.367, C4 1.266
4 C -2.5699 0.8208 -1.3751  C3 1.266, C5 1.359
5 C -3.5472 1.3594 -0.5991  C4 1.359, Cl6 1.720, C7 1.407
6 Cl -5.1711 0.8195 -0.4249  C5 1.720
7 C -3.0414 2.4770 0.0903  C5 1.407, C8 1.391, H12 1.080
8 C -1.7251 2.9067 -0.0448  C2 1.409, C7 1.391, H13 1.080
9 H 0.8222 3.1310 -2.0119  C1 1.091
10 H 0.8819 3.5005 -0.2813  C1 1.089
11 H 1.3236 1.8887 -0.8688  C1 1.089
12 H -3.7021 3.0134 0.7554  C7 1.080
13 H -1.4119 3.7725 0.5201  C8 1.080
14 C 0.6588 -4.3698 0.7652  Si15 1.897, H18 1.087, H19 1.087, H20 1.086
15 Si -0.0899 -2.6345 0.6075  C14 1.897, Cl16 2.024, Cl17 2.015, H21 1.459
16 Cl -0.8907 -2.0855 2.3840  Si15 2.024
17 Cl -1.5363 -2.5948 -0.7950  Si15 2.015
18 H 1.6105 -4.3340 1.2896  C14 1.087
19 H 0.0094 -5.0422 1.3199  C14 1.087
20 H 0.8366 -4.8137 -0.2100  C14 1.086
21 H 0.9126 -1.6353 0.2518  Si15 1.459

Löwdin atomic charge list, values in e, 6 entries: -0.047 -0.284 0.064 -0.023 -0.708 0.668